Record 1
C5H10O | ωB97M-V with the def2-TZVPD basis set

## Properties
total energy	-271.54380	Ha
charge	0
LUMO (spin up / spin down)	0.72 / 0.23	eV
energy relative to the best compared isomer or geometry (same formula, charge and spin)	5.682	eV

Structure (XYZ):
```
16
Properties=species:S:1:pos:R:3:mulliken_charge:R:1
O 1.63548 0.14743 1.61793 -0.512
C 1.45082 -0.62129 0.53236 -0.452
C 0.32292 -0.57994 -0.28574 -0.129
C -1.14693 -0.74224 0.40678 -0.501
C -1.80876 0.34723 -0.39181 -0.344
C -0.36687 0.79191 -0.61049 -0.586
H 0.88566 0.75791 1.69698 0.322
H 2.19468 0.94141 -1.33827 0.076
H 2.29130 -1.28514 0.36127 0.439
H 0.42566 -1.23652 -1.15284 0.347
H -1.08560 -0.52414 1.47446 0.243
H -1.46124 -1.77787 0.24685 0.326
H -2.30376 -0.00679 -1.30237 0.243
H -2.47255 1.01573 0.15860 0.263
H -0.06113 1.57093 0.10606 0.315
H 1.50032 1.20139 -1.51977 -0.050
```

=====

Record 2
C36H49IN3O4SW | ωB97M-V with the def2-TZVPD basis set

## Properties
2S+1	3
total energy	-2629.25287	Ha
charge	+1
LUMO (spin up / spin down)	-3.10 / -3.46	eV
expectation value of S²	2.03
energy relative to the best compared isomer or geometry (same formula, charge and spin)	0.875	eV

Structure (XYZ):
```
95
Properties=species:S:1:pos:R:3:mulliken_charge:R:1
W 0.14766 -0.21801 0.71023 1.072
C -1.41267 1.18132 1.68147 -0.776
C -0.79141 1.90481 0.59615 0.980
C -1.43171 1.39411 -0.60394 0.620
C -2.45865 0.50763 -0.19163 -0.736
C -2.52795 0.44547 1.19728 0.767
C -3.71439 -0.01644 2.01679 1.189
C -4.23834 -1.40180 1.62139 -1.734
C -3.41145 0.01596 3.51831 -1.628
C -4.81482 1.02059 1.71148 -1.575
C -1.32487 1.78427 -2.08796 2.183
C -2.08521 0.76614 -2.95460 -2.119
C -2.00598 3.14980 -2.29154 -1.829
C 0.10638 1.81596 -2.64002 -1.704
C -0.24226 3.31375 0.93970 1.623
C 0.40312 3.35119 2.33614 -1.598
C 0.78348 3.89261 -0.03802 -1.707
C -1.46732 4.24162 1.00059 -1.541
H -1.30925 1.47970 2.70979 0.283
H -3.15512 0.03282 -0.86445 0.796
H -3.51888 -2.18948 1.84529 0.167
H -4.49184 -1.44290 0.55817 0.298
H -5.15128 -1.61137 2.18365 0.624
H -2.58606 -0.64886 3.78221 0.180
H -4.29410 -0.30914 4.07241 0.486
H -3.16804 1.02627 3.85499 0.350
H -5.13986 0.95838 0.67001 0.321
H -4.46476 2.03905 1.90166 0.315
H -5.67648 0.82740 2.35436 0.427
H -3.16705 0.81798 -2.80682 0.459
H -1.74376 -0.25502 -2.75872 0.117
H -1.88977 0.99247 -4.00437 0.514
H -2.95464 3.20444 -1.74996 0.321
H -2.21869 3.27906 -3.35535 0.518
H -1.37993 3.98260 -1.97938 0.281
H 0.46389 0.80150 -2.80364 0.077
H 0.80641 2.32702 -1.98525 -0.037
H 0.10491 2.32855 -3.60552 0.701
H 1.18195 2.60290 2.45921 0.214
H -0.32904 3.22881 3.13799 0.346
H 0.86183 4.33167 2.47662 0.523
H 1.65324 3.24418 -0.13691 0.059
H 1.12145 4.86069 0.33980 0.604
H 0.36591 4.06800 -1.02643 0.240
H -2.22334 3.84404 1.68611 0.208
H -1.93103 4.37966 0.02421 0.248
H -1.15923 5.22388 1.37028 0.453
S -0.86784 -1.96497 2.20677 -0.671
C 0.60193 -2.81785 1.83213 0.545
C 1.02954 -4.04653 2.32189 -0.737
C 2.29470 -4.47729 1.97194 -0.589
C 3.09618 -3.68084 1.15409 -1.149
C 2.58766 -2.48932 0.69045 -0.369
N 1.35231 -2.08570 1.00900 0.138
H 0.37962 -4.62351 2.96983 0.544
H 2.66716 -5.42598 2.34001 0.454
H 4.09763 -3.98326 0.87700 0.547
H 3.15731 -1.85035 0.02935 0.479
I 3.29768 -0.03132 6.07222 0.143
C 2.74915 0.26178 4.11248 -1.176
C 3.50883 0.79885 3.09112 -0.260
N 2.75498 0.79644 1.99211 0.505
N 1.53565 0.29969 2.24490 0.322
C 1.52064 -0.03980 3.53509 -0.452
H 4.52010 1.17948 3.08356 0.529
H 2.93783 1.14223 1.03639 -0.111
H 0.64475 -0.47211 3.98869 0.636
O 4.94255 1.72620 -2.20187 -0.738
C 4.43494 0.66691 -2.84130 0.154
C 5.11579 0.22681 -3.97655 -0.739
C 4.65151 -0.85628 -4.68839 -0.409
C 3.48919 -1.53213 -4.29956 -1.177
C 2.81032 -1.10084 -3.18479 -0.196
C 3.26643 -0.00767 -2.43103 -0.026
C 2.54620 0.40429 -1.21840 0.610
O 2.98901 1.33320 -0.50828 -0.960
O 1.47306 -0.26105 -0.92069 1.742
H 4.37181 1.89531 -1.42658 0.316
H 6.01079 0.75974 -4.27442 0.492
H 5.19594 -1.18522 -5.56632 0.399
H 3.12804 -2.37873 -4.87069 0.468
H 1.89971 -1.58916 -2.87120 0.311
C -1.88804 -4.08155 -0.75234 -0.612
C -0.55319 -4.39111 -1.45978 -0.859
C 0.07682 -3.01302 -1.70162 -0.697
O -0.72380 -2.06863 -0.97183 0.141
C -2.06208 -2.59011 -0.96716 0.041
H -1.82386 -4.29134 0.31538 0.191
H -2.72213 -4.64835 -1.16346 0.531
H -0.71468 -4.90572 -2.40510 0.311
H 0.09089 -5.01787 -0.84512 0.257
H 0.05865 -2.74544 -2.76002 0.459
H 1.09369 -2.93715 -1.33971 0.315
H -2.54033 -2.37107 -1.92817 0.466
H -2.60403 -2.10301 -0.17189 -0.702
```

=====

Record 3
C14H43AlO9PS5 | ωB97M-V with the def2-TZVPD basis set

## Properties
total energy	-3811.06486	Ha
charge	-1
LUMO	1.71	eV
energy relative to the best compared isomer or geometry (same formula, charge and spin)	0.323	eV

Structure (XYZ):
```
73
Properties=species:S:1:pos:R:3:mulliken_charge:R:1
C 3.76825 0.32653 3.00762 -1.457
C 2.76802 0.22119 1.86347 0.592
C 2.12420 1.59068 1.58210 -0.668
O 0.72572 1.61463 1.57792 -0.337
C 0.11321 1.21918 2.82414 -0.417
Al -1.70017 2.07709 3.14524 0.166
P -3.38169 0.74653 2.08769 0.662
O -4.77040 1.18958 2.38936 -0.740
O -3.23420 -0.84734 2.43390 -0.530
O -3.19090 0.63962 0.47298 -0.540
H 3.32645 0.77438 3.88645 0.332
H 4.21764 -0.63128 3.23997 0.357
H 4.57831 0.96891 2.67803 0.370
H 2.03345 -0.54944 2.03818 0.342
H 3.34596 -0.07676 1.00407 -0.327
H 2.42564 1.90419 0.58615 0.319
H 2.53504 2.33849 2.26596 0.356
H -0.05930 0.14028 2.78296 0.164
H 0.79418 1.36645 3.65972 0.226
H -2.01037 1.97559 4.72235 -0.269
H -1.84326 3.55991 2.55644 -0.280
H -3.06442 -0.89555 3.38947 0.334
H -3.36171 1.52853 0.11829 0.321
C 4.12198 -3.01349 -2.64302 -0.627
S 3.31261 -1.89457 -1.49784 0.544
O 3.80202 -2.25174 -0.13638 -0.621
C 1.66704 -2.58805 -1.68232 -0.993
H 5.18388 -2.77708 -2.65446 -0.064
H 3.98008 -4.04435 -2.31323 0.371
H 3.71878 -2.87346 -3.64633 0.368
H 1.68663 -3.64395 -1.41231 0.308
H 1.33921 -2.45902 -2.71336 0.353
H 0.99984 -2.04613 -1.01495 0.348
C -8.57958 4.44916 -0.49064 -0.851
S -6.83020 4.07702 -0.29607 0.461
O -6.41345 3.33159 -1.51744 -0.638
C -7.03376 2.88415 1.02329 -0.469
H -8.68715 5.16014 -1.30812 0.347
H -9.12188 3.53325 -0.72444 0.261
H -8.96068 4.88627 0.43237 0.277
H -7.68405 2.07627 0.68557 0.264
H -7.46800 3.38432 1.89015 0.293
H -6.05679 2.47818 1.29360 0.097
C 7.15955 -3.18283 -6.21386 -0.669
S 5.44815 -3.29752 -6.74981 0.418
O 4.69047 -2.33260 -5.91614 -0.558
C 5.14513 -4.92813 -6.05304 -0.872
H 7.53209 -2.20667 -6.51482 0.310
H 7.21168 -3.26848 -5.12784 0.106
H 7.74340 -3.96614 -6.69914 0.386
H 5.34554 -4.90706 -4.98167 0.221
H 5.78467 -5.65843 -6.54888 0.374
H 4.10077 -5.17616 -6.22976 0.325
C 9.83067 -1.57649 -1.76683 -0.981
S 8.14944 -2.21326 -1.76878 0.450
O 7.67243 -2.17497 -3.18052 -0.584
C 7.40385 -0.82123 -0.91613 -0.605
H 10.45767 -2.28999 -2.29696 0.328
H 9.85659 -0.61258 -2.27484 0.310
H 10.17626 -1.47773 -0.73821 0.371
H 7.58849 0.09230 -1.48126 0.342
H 7.82520 -0.74763 0.08596 0.375
H 6.33301 -1.00761 -0.84454 -0.048
C -10.11660 1.15003 3.27096 -0.856
S -11.19365 2.57969 3.43246 0.435
O -10.58697 3.66899 2.62501 -0.555
C -10.79151 2.92040 5.15159 -0.926
H -10.17922 0.80323 2.24213 0.301
H -9.08958 1.43539 3.49904 0.250
H -10.45609 0.36330 3.94469 0.379
H -9.71778 3.07922 5.24878 0.300
H -11.11307 2.08261 5.77027 0.360
H -11.32680 3.82042 5.44556 0.311
```

=====

Record 4
C5H5Br3N2OS2 | ωB97M-V with the def2-TZVPD basis set

## Properties
total energy	-8896.46617	Ha
charge	0
LUMO	-1.14	eV
energy relative to the best compared isomer or geometry (same formula, charge and spin)	4.993	eV

Structure (XYZ):
```
18
Properties=species:S:1:pos:R:3:mulliken_charge:R:1
C 2.05183 -1.52557 0.08672 0.459
C -0.03487 -0.46762 0.20505 0.264
C -1.71236 0.92249 -1.96785 -0.135
C 3.37159 -2.23133 -0.11599 -0.949
C -2.27829 2.02031 1.06019 -0.550
N 1.90886 -0.57652 1.05652 -0.634
N 0.74635 -0.04255 1.10965 0.069
O -3.07156 -0.27844 0.05884 -0.517
S 0.56626 -1.74437 -0.80521 -0.080
S -1.95997 0.57260 -0.23693 0.729
Br -3.21805 2.06998 -2.40524 -0.131
Br -0.03934 1.95483 -1.80292 -0.109
Br -2.10749 1.29149 2.77364 -0.052
H 3.38048 -3.23976 0.10128 0.306
H 3.54749 -2.11670 -1.23703 0.288
H 4.12551 -1.65681 0.30281 0.316
H -1.80766 2.96920 0.93895 0.427
H -3.46879 2.07876 0.87752 0.301
```

=====

Record 5
C4H7ClO2 | ωB97M-V with the def2-TZVPD basis set

## Properties
2S+1	3
total energy	-767.07156	Ha
charge	0
LUMO (spin up / spin down)	0.83 / -3.05	eV
expectation value of S²	2.01
energy relative to the best compared isomer or geometry (same formula, charge and spin)	1.442	eV

Structure (XYZ):
```
14
Properties=species:S:1:pos:R:3:mulliken_charge:R:1
C -0.42530 1.71285 1.20198 -0.178
C 0.44509 -1.51871 -0.99590 -1.343
C -0.13632 0.98785 -0.10418 -0.172
C -0.40918 -0.89186 0.15767 0.005
O 0.43124 1.98300 2.01539 -0.360
O 1.21526 1.05262 -0.42209 -0.523
Cl -2.11594 -1.24346 -0.13801 -0.219
H -1.56488 1.95243 1.26753 0.332
H 0.95640 -0.77813 -1.47572 0.390
H -0.08286 -2.12170 -1.62615 0.498
H 1.12318 -2.12202 -0.52223 0.345
H -0.73783 1.25000 -0.97449 0.462
H -0.30139 -1.00386 1.24224 0.413
H 1.60253 0.74098 0.37396 0.352
```